a.
{
  "formula": "C29H80O11",
  "method": "the ωB97M-V functional and the def2-TZVPD basis",
  "symbols": ["C", "C", "C", "O", "H", "H", "H", "H", "H", "H", "H", "H", "C", "C", "C", "O", "H", "H", "H", "H", "H", "H", "H", "H", "C", "C", "C", "O", "H", "H", "H", "H", "H", "H", "H", "H", "C", "C", "C", "O", "H", "H", "H", "H", "H", "H", "H", "H", "C", "C", "C", "O", "H", "H", "H", "H", "H", "H", "H", "H", "C", "C", "C", "O", "H", "H", "H", "H", "H", "H", "H", "H", "C", "C", "C", "O", "H", "H", "H", "H", "H", "H", "H", "H", "C", "C", "C", "O", "H", "H", "H", "H", "H", "H", "H", "H", "C", "C", "C", "O", "H", "H", "H", "H", "H", "H", "H", "H", "C", "O", "H", "H", "H", "H", "C", "O", "H", "H", "H", "H"],
  "coordinates": [[-2.4553, -2.5428, -3.5907], [-1.8951, -2.6202, -2.1981], [-0.4031, -2.6524, -2.3606], [-2.3567, -1.5594, -1.2836], [-3.5561, -2.2097, -3.5807], [-2.4766, -3.5635, -4.0245], [-1.8370, -1.9389, -4.2927], [-2.2445, -3.5740, -1.8081], [0.0589, -1.7414, -2.5910], [-0.1690, -3.3370, -3.1626], [0.0898, -3.0523, -1.5695], [-1.5680, -1.0600, -0.9797], [-3.6380, 3.3518, -0.0976], [-3.3989, 3.8816, -1.5209], [-2.8706, 5.3504, -1.5638], [-2.4226, 3.0410, -2.1834], [-4.0040, 2.3503, -0.0700], [-4.4009, 3.9533, 0.4095], [-2.6553, 3.4200, 0.3514], [-4.3884, 3.7581, -2.0455], [-2.4312, 5.4506, -2.5791], [-2.1064, 5.5067, -0.8033], [-3.6293, 6.0973, -1.3246], [-2.8165, 2.1032, -2.2319], [4.7722, -1.1163, 1.9667], [4.0640, -2.4748, 1.8631], [4.9715, -3.5673, 2.1556], [2.9491, -2.4742, 2.6564], [3.9998, -0.3910, 1.8018], [5.5982, -0.8641, 1.2754], [5.2018, -1.0336, 2.9624], [3.8046, -2.5938, 0.7766], [4.5038, -4.5546, 2.0528], [5.2698, -3.4744, 3.1591], [5.7921, -3.5719, 1.4034], [2.8782, -1.6389, 3.1194], [-0.2125, -1.4725, 6.0357], [0.5318, -2.7636, 5.8330], [0.2959, -3.2759, 4.4462], [1.8976, -2.5871, 6.0232], [-1.3004, -1.5829, 5.9811], [-0.0706, -0.6559, 5.2584], [0.1290, -0.9880, 6.9545], [0.2360, -3.4504, 6.6414], [0.8231, -4.1848, 4.2821], [0.5179, -2.5107, 3.6438], [-0.8058, -3.5369, 4.3328], [2.4057, -3.0603, 5.3872], [2.7952, 2.9209, 3.3328], [1.8664, 3.6344, 2.3814], [2.1930, 5.1251, 2.1657], [2.0687, 3.0982, 1.0678], [2.3291, 1.9558, 3.6238], [2.8110, 3.5959, 4.1796], [3.8459, 2.7640, 3.0075], [0.7887, 3.5322, 2.6839], [1.5321, 5.6102, 1.5283], [3.1650, 5.2584, 1.6776], [2.2956, 5.6570, 3.1398], [1.5292, 3.5144, 0.4133], [-4.9246, -4.9584, -0.7058], [-5.3708, -3.5232, -0.5928], [-6.9806, -3.5274, -0.3927], [-4.9066, -2.7995, 0.5079], [-5.2244, -5.5842, 0.1406], [-3.8065, -4.9189, -0.6569], [-5.2306, -5.4414, -1.6458], [-5.1816, -3.0458, -1.5629], [-7.5436, -4.1210, -1.1673], [-7.3427, -2.5274, -0.2960], [-7.1940, -3.9253, 0.5926], [-4.2043, -2.2621, 0.1779], [1.2137, 2.7048, -3.8685], [0.9825, 3.8066, -2.8015], [0.3539, 5.0873, -3.2277], [0.2318, 3.2313, -1.6885], [1.8330, 3.1603, -4.6450], [0.1991, 2.3506, -4.2220], [1.7581, 1.9084, -3.4037], [1.8802, 4.0526, -2.3229], [0.9900, 5.6215, -3.9616], [0.1422, 5.6984, -2.3807], [-0.6259, 4.8124, -3.7137], [-0.7007, 3.2075, -1.9840], [2.7615, -0.5837, -2.9473], [2.6996, -0.4398, -4.5130], [4.1404, -0.8403, -5.0907], [1.5740, -1.0836, -5.1492], [3.4234, 0.2306, -2.5676], [3.2741, -1.4749, -2.6205], [1.7713, -0.3428, -2.5243], [2.6337, 0.6067, -4.9577], [4.2979, -0.4155, -6.1255], [4.2700, -1.9188, -5.2533], [4.9048, -0.3587, -4.4724], [1.5458, -2.0074, -4.8273], [-0.9771, 0.8034, 1.7288], [0.0778, 0.4982, 0.6688], [0.6243, -0.9098, 0.9188], [-0.5088, 0.4566, -0.6756], [-0.6996, 0.4717, 2.7643], [-1.7863, 0.1857, 1.4620], [-1.1941, 1.8509, 1.7887], [0.8583, 1.2687, 0.7238], [-0.1067, -1.6947, 0.6304], [0.8276, -1.1158, 1.9958], [1.5164, -1.1155, 0.2997], [-0.1771, 1.2127, -1.1026], [-4.2435, 0.2676, -3.9625], [-3.6537, 0.6037, -2.7298], [-4.8758, 1.0748, -4.2554], [-3.4629, 0.0138, -4.6779], [-4.9190, -0.6278, -3.9347], [-3.0199, -0.1523, -2.5200], [3.6901, 0.0580, 5.3260], [2.6307, -0.4052, 4.4721], [3.6857, 1.1759, 5.2985], [3.4951, -0.2119, 6.3774], [4.6554, -0.3968, 5.1083], [2.0208, -0.9464, 5.0528]],
  "e_lumo_ev": 0.646,
  "smiles": "CC(C)O.CC(C)O.CC(C)O.CC(C)O.CC(C)O.CC(C)O.CC(C)O.CC(C)O.CC(C)O.CO.CO",
  "charge": 0,
  "homo_energy_ev": -9.8
}

=====

b.
{
  "formula": "C29H80O11",
  "method": "the ωB97M-V functional and the def2-TZVPD basis",
  "symbols": ["C", "C", "C", "O", "H", "H", "H", "H", "H", "H", "H", "H", "C", "C", "C", "O", "H", "H", "H", "H", "H", "H", "H", "H", "C", "C", "C", "O", "H", "H", "H", "H", "H", "H", "H", "H", "C", "C", "C", "O", "H", "H", "H", "H", "H", "H", "H", "H", "C", "C", "C", "O", "H", "H", "H", "H", "H", "H", "H", "H", "C", "C", "C", "O", "H", "H", "H", "H", "H", "H", "H", "H", "C", "C", "C", "O", "H", "H", "H", "H", "H", "H", "H", "H", "C", "C", "C", "O", "H", "H", "H", "H", "H", "H", "H", "H", "C", "C", "C", "O", "H", "H", "H", "H", "H", "H", "H", "H", "C", "O", "H", "H", "H", "H", "C", "O", "H", "H", "H", "H"],
  "coordinates": [[-8.5126, -8.0179, 11.0742], [-9.8454, -8.0727, 11.7609], [-10.4000, -9.4770, 12.0242], [-9.7299, -7.4245, 13.0061], [-8.1007, -7.0051, 10.9618], [-8.7130, -8.5021, 10.1394], [-7.8117, -8.6014, 11.6425], [-10.5021, -7.5478, 11.0692], [-10.2779, -10.0602, 11.1006], [-11.4227, -9.4396, 12.3112], [-9.8025, -10.0469, 12.7262], [-9.5217, -6.5027, 12.8669], [-7.5876, -10.9905, 16.4801], [-6.6571, -9.8578, 16.0011], [-7.4600, -8.6605, 15.4607], [-5.8680, -9.4113, 17.0546], [-8.1680, -10.4919, 17.3007], [-7.0357, -11.7718, 16.9840], [-8.1756, -11.3882, 15.6573], [-5.9491, -10.2412, 15.2649], [-6.8050, -7.8816, 15.0089], [-8.0364, -8.2369, 16.2878], [-8.1581, -8.9226, 14.6535], [-6.3616, -9.1620, 17.8532], [-14.0732, -7.1437, 11.2399], [-14.6474, -7.7116, 12.5445], [-15.9108, -8.6131, 12.3235], [-13.6333, -8.5671, 13.1740], [-14.7341, -6.4546, 10.7044], [-13.9335, -7.9415, 10.5089], [-13.1302, -6.6367, 11.4493], [-14.9046, -6.8947, 13.2060], [-16.7435, -8.0570, 11.9184], [-16.2298, -8.9381, 13.2970], [-15.5515, -9.5114, 11.7776], [-13.0153, -7.9464, 13.6394], [-11.0433, -12.7449, 16.2153], [-11.0489, -14.0981, 15.5313], [-12.4675, -14.5767, 15.2808], [-10.3681, -14.0181, 14.2802], [-11.7051, -12.0303, 15.6685], [-10.0183, -12.3572, 16.2920], [-11.4990, -12.8214, 17.2122], [-10.4850, -14.7312, 16.2092], [-12.4104, -15.5151, 14.7162], [-13.0526, -13.8612, 14.7132], [-13.0290, -14.7999, 16.2200], [-10.9300, -13.3804, 13.7641], [-7.3964, -6.2608, 19.3532], [-8.2744, -7.4396, 19.8970], [-9.7444, -7.2964, 19.4873], [-7.7191, -8.5865, 19.2660], [-6.3317, -6.4595, 19.5731], [-7.6425, -5.3500, 19.8769], [-7.4817, -6.1715, 18.2706], [-8.0863, -7.4749, 20.9837], [-10.0817, -6.3958, 20.0171], [-10.3065, -8.1732, 19.7308], [-9.6301, -7.0414, 18.4273], [-8.0847, -9.3986, 19.6628], [-18.9968, -7.8571, 17.9574], [-17.6484, -8.5078, 18.3910], [-16.5405, -8.0099, 17.3990], [-17.3081, -8.1576, 19.6932], [-19.7996, -8.2570, 18.6358], [-19.3308, -8.1111, 16.9161], [-19.0006, -6.7596, 18.0050], [-17.6546, -9.6146, 18.3021], [-16.8017, -8.4167, 16.4193], [-15.6327, -8.3802, 17.8304], [-16.3877, -6.9181, 17.3272], [-17.8790, -7.4243, 19.9484], [-9.0864, -2.5936, 13.6203], [-8.2951, -3.9010, 13.8358], [-8.6517, -4.5340, 15.1858], [-8.6824, -4.8429, 12.8170], [-8.8131, -2.0409, 12.7174], [-8.9409, -1.9474, 14.4917], [-10.1355, -2.9005, 13.5453], [-7.2263, -3.7846, 13.7246], [-8.3352, -3.9129, 16.0276], [-8.1567, -5.5110, 15.3287], [-9.7541, -4.6711, 15.2693], [-8.2484, -4.5156, 12.0235], [-14.2808, -8.9170, 20.9335], [-13.8968, -10.4359, 20.8091], [-13.1165, -10.6758, 19.4924], [-13.0427, -10.8567, 21.8382], [-13.4315, -8.2850, 20.7162], [-14.7030, -8.6530, 21.9171], [-15.1306, -8.7735, 20.2380], [-14.8059, -11.1003, 20.8418], [-12.6835, -11.6507, 19.4150], [-12.3454, -9.8978, 19.4597], [-13.7542, -10.4937, 18.6356], [-13.5166, -10.8925, 22.6763], [-13.1942, -6.9409, 16.5726], [-11.8614, -7.2194, 15.9570], [-11.4533, -8.7059, 16.2953], [-11.9320, -7.0256, 14.5350], [-13.5080, -5.8807, 16.4646], [-13.0977, -7.0654, 17.6495], [-13.9200, -7.6620, 16.1375], [-11.0629, -6.5945, 16.3053], [-11.4877, -8.8378, 17.3703], [-10.5121, -8.9944, 15.8489], [-12.1488, -9.4109, 15.8363], [-11.0542, -7.1784, 14.0808], [-12.9479, -3.0611, 15.7877], [-14.1870, -3.2606, 16.3879], [-12.5028, -2.0815, 15.9741], [-12.2467, -3.8090, 16.1471], [-13.0505, -3.2748, 14.7227], [-14.0085, -3.6683, 17.2452], [-14.5263, -10.8976, 15.0364], [-13.7134, -11.3147, 13.9652], [-15.5685, -11.3189, 15.0220], [-14.0768, -11.2870, 15.9692], [-14.5962, -9.8002, 15.0831], [-13.5878, -10.5639, 13.3631]],
  "e_lumo_ev": 0.379,
  "smiles": "CC(C)O.CC(C)O.CC(C)O.CC(C)O.CC(C)O.CC(C)O.CC(C)O.CC(C)O.CC(C)O.CO.CO",
  "charge": 0,
  "homo_energy_ev": -9.5
}

=====

If you had to name the least stable structure above, which would it be? It would be a.